A structure of composition C2H3Br2Cl3Si. Source: the Open Molecules 2025 dataset; level of theory: wB97M-V/def2-TZVPD.

```
! RIJCOSX wB97M-V def2-TZVPD def2/J DEFGRID3
* xyz 0 1
C 0.12385 -0.97584 -1.73974
C 0.06763 -0.88501 -0.26867
Si -0.32048 1.79113 1.45969
Cl 1.47704 2.65994 1.32807
Cl -1.96583 2.93357 1.40519
Cl 0.01934 0.38295 2.83159
Br -1.48446 -1.68686 0.59006
Br 1.72002 -1.32685 0.64543
H -0.77045 -0.59514 -2.12415
H 0.33616 -2.06545 -2.04925
H 0.79718 -0.23244 -2.07822
*
```

## Properties
HOMO level (spin up / spin down) (eV): -7.770 / -8.530
ΔE to the lowest compared entry with this formula, charge and spin (eV): 3.081
E_LUMO (spin up / spin down) (eV): -0.9179 / -0.8857


A cluster of 12 separate species, C30H74Cl8N2O8 in total. Source: the Open Molecules 2025 dataset; level of theory: wB97M-V/def2-TZVPD.

```
! RIJCOSX wB97M-V def2-TZVPD def2/J DEFGRID3
* xyz 0 1
C -5.57097 -0.87390 2.90654
C -4.16211 -0.97601 3.46845
N -3.26597 -1.74817 2.82625
O -3.82678 -0.43894 4.50979
H -6.26428 -1.31007 3.62570
H -5.68075 -1.44764 1.98629
H -5.79813 0.18416 2.77612
H -2.36064 -1.93751 3.23201
H -3.43189 -2.08907 1.89011
C 1.26385 0.34741 4.25259
C -0.11938 -0.16275 4.59006
N -1.02717 0.64381 4.13216
O -0.41519 -1.17146 5.18989
H 1.36508 1.42216 4.40349
H 1.54581 0.06840 3.23733
H 1.92375 -0.24322 4.88804
H -2.00003 0.37464 4.16665
H -0.81801 1.55504 3.75005
C -3.53558 4.52753 0.94039
C -2.61876 3.33232 1.02125
C -3.05132 2.12510 0.15030
O -1.31744 3.64367 0.55470
H -3.54720 5.00886 1.91829
H -4.58216 4.23897 0.84291
H -3.32560 5.25346 0.15487
H -2.56536 3.08015 2.08033
H -2.89496 2.37305 -0.89955
H -4.06669 1.78762 0.35824
H -2.40588 1.27893 0.38589
H -0.67711 3.41431 1.23218
C 2.13436 -2.20401 -4.46379
C 2.95175 -3.18269 -3.58554
C 3.51145 -2.66216 -2.24685
O 2.30685 -4.39774 -3.47966
H 2.08887 -2.52278 -5.50514
H 2.61671 -1.23069 -4.37373
H 1.12147 -2.12706 -4.06853
H 3.82412 -3.42222 -4.19356
H 3.87740 -1.63923 -2.33503
H 4.38670 -3.28627 -2.06650
H 2.82022 -2.64081 -1.40433
H 3.03198 -5.00349 -3.30979
C -4.09287 -0.96307 -0.58537
C -4.47622 -2.41663 -0.47071
C -4.57366 -3.07183 -1.76395
O -3.51484 -3.05907 0.31459
H -3.16703 -0.80462 -1.13837
H -3.95513 -0.58285 0.42684
H -4.85823 -0.29929 -0.98752
H -5.43916 -2.56549 0.01785
H -5.36999 -2.55475 -2.29931
H -4.95748 -4.08850 -1.67927
H -3.62406 -2.96784 -2.28887
H -3.64781 -4.00929 0.28312
C 1.25353 5.26261 2.52273
C 0.66742 4.19368 3.48181
C -0.72154 4.67189 3.88686
O 0.60034 2.99299 2.69151
H 0.62097 5.43868 1.65269
H 2.21647 4.89390 2.16931
H 1.48741 6.19517 3.03629
H 1.25066 4.09692 4.39754
H -1.23596 5.13177 3.04307
H -0.66846 5.48915 4.60615
H -1.42004 3.91086 4.23476
H 1.35979 3.02360 2.10508
C 3.80378 0.89602 1.14323
C 3.72614 2.29878 0.67447
C 4.49561 2.54417 -0.60845
O 2.34426 2.51092 0.46271
H 3.26263 0.72780 2.07434
H 4.84773 0.63959 1.32354
H 3.45445 0.27110 0.32132
H 4.11996 2.93012 1.47097
H 4.14613 1.90971 -1.42296
H 5.56328 2.34015 -0.52744
H 4.53181 3.59868 -0.88193
H 2.33494 2.91131 -0.40976
C -0.88211 -3.86680 -2.21536
C -0.02382 -4.54713 -1.17366
C -0.86974 -5.03859 -0.01685
O 0.68550 -5.64029 -1.62504
H -1.64950 -4.57757 -2.52199
H -0.29391 -3.74724 -3.12521
H -1.38563 -2.94986 -1.90913
H 0.75621 -3.82447 -0.93407
H -0.47120 -5.87135 0.56261
H -1.83909 -5.33375 -0.41853
H -0.98572 -4.21201 0.68416
H 1.21330 -5.29047 -2.34660
Cl -2.25324 1.26670 -3.75651
C -1.13202 2.59842 -3.36156
C -0.51545 3.22161 -4.57727
Cl 0.58196 2.07841 -5.32789
H -0.45345 2.23071 -2.59186
H -1.71736 3.32460 -2.79753
H 0.05032 4.12444 -4.34726
H -1.27492 3.46907 -5.31894
Cl 0.36023 -4.96201 3.87156
C 1.34418 -3.60959 3.45155
C 2.36353 -4.01499 2.36179
Cl 3.33876 -2.52968 2.06878
H 1.74627 -3.28403 4.41094
H 0.62480 -2.89217 3.05673
H 1.97621 -4.55900 1.50031
H 3.05262 -4.72199 2.82375
Cl 1.74793 0.39996 -2.06157
C 0.32286 -0.34014 -1.30823
C 0.52034 -0.20232 0.19320
Cl -0.61388 -1.17495 1.05728
H 0.23951 -1.37284 -1.64685
H -0.55819 0.20729 -1.64316
H 0.40935 0.83825 0.49815
H 1.50829 -0.59077 0.44050
Cl 3.64628 3.85698 -5.26088
C 3.86717 2.62079 -4.11937
C 4.03728 1.24498 -4.86816
Cl 5.47638 1.20670 -5.90862
H 3.09763 2.71571 -3.35328
H 4.79412 2.80753 -3.57716
H 3.15792 1.09706 -5.49501
H 4.19389 0.40697 -4.18896
*
```

## Properties
HOMO level (eV): -9.101
E_LUMO (eV): 0.2278
Structure (SMILES): CC(N)=O.CC(N)=O.CC(C)O.CC(C)O.CC(C)O.CC(C)O.CC(C)O.CC(C)O.ClCCCl.ClCCCl.ClCCCl.ClCCCl


The molecule HO2PS. Source: the Open Molecules 2025 dataset; level of theory: wB97M-V/def2-TZVPD.

```
! RIJCOSX wB97M-V def2-TZVPD def2/J DEFGRID3
* xyz 0 1
O 1.20482 -0.54546 1.24549
P 1.42865 0.65981 0.52190
O 0.17555 0.58061 -0.61500
S -0.83556 -0.69571 -0.70868
H -1.97346 0.00075 -0.44371
*
```

## Properties
HOMO level (eV): -9.188
ΔE to the lowest compared entry with this formula, charge and spin (eV): 0.313
E_LUMO (eV): -0.5091
Structure (SMILES): O=POS


The molecule C8H12N4. Source: the Open Molecules 2025 dataset; level of theory: wB97M-V/def2-TZVPD.

```
! RIJCOSX wB97M-V def2-TZVPD def2/J DEFGRID3
* xyz 0 1
C 1.49715 -1.22619 -1.05265
C 0.81750 -0.14021 -0.26111
C 1.66437 1.06295 -0.35611
N 2.11637 2.15207 -0.54729
N 0.88436 -0.46484 1.11342
C 0.30738 0.31179 2.22629
C -1.09993 0.74875 1.68610
N -1.10008 1.21703 0.22413
C -0.63356 0.27391 -0.79296
C -1.56411 -0.97429 -0.85709
C -0.57433 0.86707 -2.19311
N -0.62894 1.13214 -3.37593
H 1.19953 -2.29045 -0.79079
H 1.18789 -1.06485 -2.12456
H 2.62869 -1.10429 -1.11091
H 1.75779 -0.98323 1.39543
H 0.73236 1.25161 2.53655
H 0.20876 -0.41380 3.01433
H -1.61353 1.50953 2.21844
H -1.71033 -0.17483 1.66881
H -0.69067 2.21070 0.12476
H -1.92875 -1.26378 0.09027
H -2.45405 -0.87170 -1.56197
H -1.00389 -1.76511 -1.27404
*
```

## Properties
HOMO level (eV): -9.085
ΔE to the lowest compared entry with this formula, charge and spin (eV): 3.083
E_LUMO (eV): 0.6149
Structure (SMILES): C[C@]1(C#N)NCCN[C@@]1(C)C#N


Number 1: strongest force on any atom 2.6 eV Å⁻¹. Number 2: strongest force on any atom 3.7 eV Å⁻¹. Number 3: strongest force on any atom 3.5 eV Å⁻¹. Number 4: strongest force on any atom 6.8 eV Å⁻¹.